Record 1
9
Properties=species:S:1:pos:R:3:forces:R:3 method="wB97M-V/def2-TZVPD" charge=+1 lumo_energy_ev="-5.00 / -4.97" orbital_gap_ev="7.11 / 7.16" spin_multiplicity=8
O -2.17155 0.19727 0.03594 -0.7 -0.5 0.0
C -3.14260 -0.53884 0.01029 -0.3 0.2 -0.1
H -4.15649 -0.11041 0.05393 0.2 -0.2 0.0
H -3.03029 -1.63266 -0.07783 -0.1 0.2 0.1
O 3.83774 -0.46423 0.06367 -1.7 -1.0 -0.3
C 2.64307 -0.28927 -0.06860 3.1 -0.6 0.4
O 2.40509 1.14573 -0.08164 1.2 2.0 0.3
Eu 0.23006 0.18661 0.01460 0.9 0.5 0.0
H 3.38499 1.50580 0.04965 -2.7 -0.7 -0.4

Record 2
8
Properties=species:S:1:pos:R:3:forces:R:3 method="wB97M-V/def2-TZVPD" charge=0 lumo_energy_ev=-0.78 orbital_gap_ev=8.84 spin_multiplicity=1
C 0.74885 0.41421 -0.08008 1.4 -3.5 -2.5
C -0.61878 -0.13770 0.25033 0.6 -1.3 -1.1
F -1.49545 0.80829 0.41142 -1.0 0.7 -0.1
F -0.57175 -0.85507 1.37229 -0.1 -0.2 -0.1
I -1.58984 -1.72075 -1.44944 1.0 1.5 1.4
H 1.53720 -0.40209 0.01400 -1.2 0.7 0.2
H 0.97486 0.74797 -1.10267 -1.0 0.1 0.2
H 1.01489 1.14514 0.58415 0.3 2.0 1.9

Record 3
8
Properties=species:S:1:pos:R:3:forces:R:3 method="wB97M-V/def2-TZVPD" charge=0 lumo_energy_ev="-0.63 / -0.11" orbital_gap_ev="8.34 / 8.69" spin_multiplicity=1
C 0.02634 0.00264 -0.03815 -0.9 -1.0 0.3
C -1.78779 -1.95739 0.43349 0.6 1.3 -0.3
F -2.65145 -1.81525 -0.56938 0.1 -0.2 0.2
F -2.38771 -1.61516 1.56861 0.1 -0.2 -0.2
I -0.81914 -3.83141 0.48388 -0.1 0.0 0.0
H -0.58603 0.60318 -0.67989 -0.1 0.1 -0.2
H 0.10551 0.25636 0.99829 0.1 0.1 0.3
H 0.73966 -0.67082 -0.46607 0.2 -0.1 -0.1

Record 4
10
Properties=species:S:1:pos:R:3:forces:R:3 method="wB97M-V/def2-TZVPD" charge=0 lumo_energy_ev="0.60 / -3.55" orbital_gap_ev="8.53 / 6.63" spin_multiplicity=3
C -0.31920 0.37168 0.18406 0.6 1.3 -1.3
C 2.20222 1.13517 -0.13428 -4.4 -2.0 4.1
O 0.79007 1.20338 0.59463 2.4 0.6 -1.2
O 2.66903 -0.05972 0.30486 -2.8 0.3 -1.1
F 2.90200 2.09184 0.41877 0.0 1.5 0.0
F 2.10732 1.32236 -1.42190 0.0 -0.1 -0.7
I 4.67086 -0.25669 0.11386 3.7 -0.8 -0.3
H -0.22548 0.29032 -0.93415 -0.5 -0.6 1.0
H -1.20074 1.01149 0.38420 0.3 -0.5 -0.1
H -0.44302 -0.57964 0.73737 0.5 0.4 -0.4

Record 5
10
Properties=species:S:1:pos:R:3:forces:R:3 method="wB97M-V/def2-TZVPD" charge=-1 lumo_energy_ev="2.56 / 3.87" orbital_gap_ev="4.24 / 8.61" spin_multiplicity=1
C 0.85338 -0.13613 -0.00811 3.1 2.2 0.6
C 1.48267 0.00583 -1.32695 -0.4 3.7 -1.5
O -2.97204 -0.65784 0.63339 -1.2 -1.5 -1.0
O -2.00636 0.28563 2.63912 0.4 0.0 2.0
F 0.86731 -0.60204 -2.37582 0.0 0.0 0.5
F 1.49877 1.48151 -1.76554 0.1 -2.4 0.7
S -2.11628 0.34988 1.20298 0.6 1.6 -1.0
H -0.20487 -0.02753 0.20764 -1.1 0.7 -0.2
H 1.55474 0.44182 0.75426 -1.8 -1.3 -1.4
H 1.04268 -1.14114 0.03905 0.3 -3.0 1.3

Record 6
10
Properties=species:S:1:pos:R:3:forces:R:3 method="wB97M-V/def2-TZVPD" charge=0 lumo_energy_ev=0.29 orbital_gap_ev=9.27 spin_multiplicity=1
C -0.62714 1.09349 0.37698 0.4 2.0 -0.8
C 0.16485 -1.75952 0.21755 1.3 2.9 -0.6
N 0.31942 1.72717 -0.31691 0.5 -0.5 0.8
F 0.79707 -2.41098 1.13644 0.8 -1.4 1.6
F -0.79448 -2.50443 -0.26218 -0.6 -0.1 -0.5
F 1.08256 -1.42403 -0.73679 1.3 -1.5 -2.3
I -2.54129 2.07512 0.17997 0.4 -0.2 -0.2
H 0.08534 -0.68347 0.41254 -2.7 -0.8 1.8
H 0.24494 2.59281 -0.94382 0.2 -1.6 1.3
H 1.26874 1.29382 -0.06376 -1.6 1.3 -1.2

Record 7
10
Properties=species:S:1:pos:R:3:forces:R:3 method="wB97M-V/def2-TZVPD" charge=0 lumo_energy_ev="-0.56 / -0.28" orbital_gap_ev="8.81 / 8.85" spin_multiplicity=1
C 0.26023 -0.44369 0.56759 2.1 0.1 -5.5
C -0.92365 0.27195 0.84950 -2.5 1.7 -0.4
N 0.97338 -0.38843 -0.71083 1.4 0.4 0.9
N 1.01148 -0.04673 -2.08925 -2.9 -0.9 3.7
F -0.92782 1.51021 0.33756 0.2 0.9 -0.6
F -2.03078 -0.29282 0.31661 -0.4 -0.3 0.5
F -1.09665 0.48794 2.18280 0.0 -1.0 -0.5
H 0.75312 -0.61362 1.45172 2.2 -0.9 1.2
H 1.98373 -0.61669 -0.51262 -1.6 0.1 -0.1
H -0.00303 0.13189 -2.39309 1.5 -0.1 0.8

Record 8
11
Properties=species:S:1:pos:R:3:forces:R:3 method="wB97M-V/def2-TZVPD" charge=0 lumo_energy_ev="-0.42 / -0.42" orbital_gap_ev="9.74 / 9.75" spin_multiplicity=1
C -0.46075 -0.06878 0.09769 0.3 -1.0 -0.6
C 1.97953 0.18449 -0.41009 1.5 1.2 -0.8
N -0.89758 0.95422 0.53811 -1.4 0.4 0.0
N -1.06457 -1.18147 -0.32085 -0.3 1.7 0.7
O 2.29371 1.10747 0.25076 -0.5 -0.6 0.0
F 1.74668 0.30814 -1.74019 -0.2 -0.9 1.4
F 2.14527 -1.08890 -0.06868 -0.5 0.4 -0.6
F -2.58509 1.20831 0.88371 0.7 -0.5 -0.2
H -0.51121 -1.99547 -0.41131 0.2 -0.8 -0.1
H -1.96710 -1.18422 0.12805 -0.6 -0.9 -0.3
H -0.67890 1.75621 1.05279 0.6 1.0 0.5

What relative energy (zero: lowest compared OMol25 entry of this formula, charge and spin) values result from the calculations? In sequence: 43.56; 14.82; 85.03; 0.00; 60.70; 68.61; 83.23; 71.88 kcal per mole.